Record 1
19
Properties=species:S:1:pos:R:3:mulliken_charge:R:1 method="wB97M-V/def2-TZVPD" relative_energy_kcal_mol=34.3 total_charge=+1 homo_energy_ev=-14.572 homo_lumo_gap_ev=11.7 lumo_ev=-2.8746 spin_multiplicity=1
C 0.582 0.574 1.370 -1.853
C 1.008 1.491 -0.965 -1.497
C 0.291 0.538 -0.079 1.195
C -1.148 0.159 -0.377 0.383
N -2.160 -0.076 0.602 -0.542
N -0.088 -0.799 -0.641 0.055
Cl 0.707 -3.665 -0.298 -0.335
Cl -1.861 0.778 -1.901 -0.120
H 0.231 1.386 1.997 0.379
H 1.549 0.438 1.615 0.468
H 0.030 -0.232 1.904 0.402
H 1.939 1.887 -0.533 0.370
H 0.311 2.306 -1.166 0.385
H 1.249 1.107 -1.886 0.420
H -2.706 0.774 0.519 0.298
H -1.814 -0.043 1.544 0.272
H 0.141 -1.658 -0.305 0.102
H -0.039 -0.925 -1.633 0.327
H 1.778 -4.040 0.236 0.290

Record 2
73
Properties=species:S:1:pos:R:3:mulliken_charge:R:1 method="wB97M-V/def2-TZVPD" relative_energy_kcal_mol=0.0 total_charge=+1 homo_energy_ev=-10.972 homo_lumo_gap_ev=6.2 lumo_ev=-4.8043 spin_multiplicity=1
C -5.489 -0.434 0.126 -0.489
C -5.081 0.281 1.258 -0.553
C -4.037 -0.202 2.056 -0.344
C -3.364 -1.374 1.690 0.518
C -2.247 -1.890 2.578 -1.712
C -0.989 -1.008 2.806 0.088
C 0.018 -1.812 3.680 -0.973
C 1.279 -2.023 2.830 -0.682
C 0.868 -1.640 1.405 -0.386
N -0.210 -0.677 1.597 0.268
C -3.814 -2.119 0.591 -0.347
C -4.854 -1.635 -0.204 -0.673
H -6.319 -0.064 -0.482 0.509
H -5.578 1.212 1.539 0.433
H -3.733 0.319 2.971 0.353
H -2.673 -2.061 3.585 0.419
H -1.926 -2.876 2.216 0.471
H -1.293 -0.057 3.276 0.482
H 0.221 -1.275 4.606 0.360
H -0.397 -2.796 3.937 0.399
H 2.068 -1.330 3.149 0.183
H 1.656 -3.052 2.860 0.385
H 1.681 -1.179 0.836 -0.015
H 0.554 -2.529 0.830 0.491
H -0.827 -0.658 0.798 0.000
H -3.336 -3.078 0.370 0.364
H -5.181 -2.200 -1.075 0.419
C 3.126 -3.892 -5.604 -0.806
O 3.902 -2.831 -4.994 -0.432
C 3.250 -1.956 -4.179 0.907
C 4.040 -1.062 -3.412 -0.926
C 3.441 -0.220 -2.494 -0.269
C 2.033 -0.191 -2.328 -0.229
C 1.371 0.648 -1.326 0.910
C 2.002 0.829 -0.068 -0.293
C 1.516 1.376 1.118 0.234
C 2.411 1.884 2.136 0.304
C 1.958 2.947 2.961 -0.475
C 2.801 3.504 3.912 -0.678
C 4.099 3.001 4.085 -0.393
C 4.562 1.963 3.263 -0.859
C 3.730 1.392 2.304 -0.096
C 0.068 1.231 -1.617 0.203
C -0.283 1.665 -2.925 -0.485
C -1.503 2.241 -3.177 -1.127
C -2.464 2.396 -2.145 0.964
O -3.649 2.984 -2.449 -0.476
C -4.630 3.051 -1.381 -0.563
C -2.154 1.925 -0.852 -0.795
C -0.922 1.358 -0.629 0.580
C 1.264 -1.074 -3.118 -0.535
C 1.842 -1.936 -4.034 -0.612
H 3.852 -4.432 -6.220 0.251
H 2.706 -4.560 -4.841 0.360
H 2.323 -3.488 -6.234 0.316
H 5.117 -1.072 -3.560 0.439
H 4.061 0.463 -1.920 0.571
H 3.017 0.425 -0.015 -0.088
H 0.491 1.682 1.266 0.197
H 0.941 3.311 2.812 0.411
H 2.452 4.334 4.514 0.406
H 4.757 3.430 4.843 0.394
H 5.581 1.596 3.360 0.399
H 4.072 0.550 1.687 0.380
H 0.457 1.554 -3.719 0.598
H -1.753 2.595 -4.169 0.479
H -5.440 3.652 -1.801 0.315
H -4.997 2.044 -1.123 0.138
H -4.222 3.544 -0.483 0.301
H -2.859 2.007 -0.021 0.219
H -0.760 0.987 0.379 0.015
H 0.182 -1.101 -2.998 0.557
H 1.216 -2.600 -4.632 0.322

Record 3
58
Properties=species:S:1:pos:R:3:mulliken_spin:R:1 method="wB97M-V/def2-TZVPD" relative_energy_kcal_mol=12.1 total_charge=+1 s2=3.7981 homo_energy_ev="-12.198 / -12.199" homo_lumo_gap_ev="8.0 / 8.7" lumo_ev="-4.2100 / -3.4685" spin_multiplicity=4
Cr 1.675 -1.055 -1.124 3.039
C 0.894 -4.267 1.099 0.001
C 1.222 -3.088 0.262 0.007
O 0.996 -3.025 -0.987 -0.058
O 1.951 -2.140 0.706 -0.034
H 0.668 -5.117 0.460 -0.002
H 0.068 -4.048 1.775 0.000
H 1.784 -4.513 1.676 0.000
O 0.145 -0.293 -0.464 -0.005
H 0.119 0.224 0.350 0.015
O -3.540 5.555 2.286 0.000
C -3.020 4.850 1.489 0.000
O -2.361 3.712 1.880 0.000
C -1.579 3.186 0.859 0.005
C -2.030 3.865 -0.477 0.000
C -2.837 5.064 -0.005 0.000
H -1.552 2.105 0.769 -0.003
H -0.533 3.502 0.979 0.000
H -2.611 3.141 -1.048 0.000
H -1.180 4.183 -1.075 0.000
H -3.852 5.093 -0.404 0.000
H -2.334 6.011 -0.173 0.000
O -1.629 -2.914 4.429 0.000
C -2.056 -2.090 3.671 0.000
O -3.378 -1.908 3.480 0.000
C -3.670 -0.913 2.493 -0.001
C -2.311 -0.368 2.019 0.000
C -1.233 -1.152 2.797 -0.005
H -4.302 -0.128 2.892 0.000
H -4.158 -1.428 1.665 0.000
H -2.226 0.691 2.295 0.001
H -2.144 -0.278 0.943 0.002
H -0.641 -0.469 3.395 -0.002
H -0.648 -1.781 2.129 0.003
O 0.857 -1.422 -2.989 0.008
C 0.648 -1.835 -4.115 0.003
O 1.363 -2.819 -4.592 0.004
C 1.076 -3.082 -5.995 -0.001
C -0.029 -2.087 -6.390 0.001
C -0.359 -1.320 -5.115 0.000
H 0.812 -4.127 -6.122 0.000
H 1.998 -2.876 -6.532 0.000
H -0.935 -2.552 -6.790 0.000
H 0.281 -1.517 -7.266 0.000
H -1.345 -1.506 -4.690 0.001
H -0.213 -0.242 -5.195 0.000
O 2.919 0.246 -0.244 0.001
C 3.323 0.816 0.760 0.010
O 3.401 2.113 0.816 0.006
C 3.465 2.544 2.205 0.001
C 3.402 1.267 3.057 0.001
C 3.789 0.194 2.037 0.000
H 2.660 3.251 2.376 0.000
H 4.419 3.051 2.334 0.000
H 2.428 1.050 3.485 0.000
H 4.155 1.346 3.836 0.000
H 3.320 -0.778 2.159 0.000
H 4.870 0.077 1.929 0.000

Record 4
123
Properties=species:S:1:pos:R:3:mulliken_charge:R:1 method="wB97M-V/def2-TZVPD" total_charge=0 homo_energy_ev=-8.286 homo_lumo_gap_ev=8.8 smiles=CC1(C)CCCC(C)(C)N1O.CC1(C)CCCC(C)(C)N1O.CC1(C)CCCC(C)(C)N1O.CO.CO.CO.CO.CO.O lumo_ev=0.5481 spin_multiplicity=1
C -12.054 -22.547 7.428 -1.965
C -12.526 -21.102 7.613 2.282
C -12.210 -20.247 6.375 -1.811
C -14.023 -20.986 7.779 -1.290
C -14.575 -21.394 9.108 -0.629
C -13.910 -20.552 10.129 -1.304
C -12.375 -20.682 10.205 1.805
C -11.786 -19.546 11.056 -2.093
C -11.953 -22.068 10.778 -1.698
N -11.934 -20.424 8.766 0.220
O -10.475 -20.506 8.677 -0.539
H -10.974 -22.512 7.511 0.533
H -12.349 -23.268 8.184 0.280
H -12.400 -22.980 6.512 0.355
H -11.162 -20.298 6.143 0.601
H -12.850 -20.605 5.574 0.053
H -12.578 -19.215 6.475 0.523
H -14.212 -19.910 7.561 0.448
H -14.535 -21.541 6.955 0.163
H -15.681 -21.272 9.134 0.360
H -14.381 -22.464 9.264 0.300
H -14.353 -20.759 11.123 0.365
H -14.057 -19.478 9.938 0.397
H -10.733 -19.668 11.257 0.458
H -12.200 -19.589 12.072 0.440
H -11.970 -18.576 10.591 0.417
H -10.970 -22.295 10.361 0.354
H -12.662 -22.882 10.567 0.265
H -11.756 -22.020 11.854 0.453
H -10.128 -19.616 8.671 0.329
C -11.188 -22.971 -1.114 -1.726
C -11.936 -23.373 0.174 1.743
C -12.993 -22.282 0.414 -0.951
C -12.762 -24.641 0.049 -1.276
C -11.921 -25.861 -0.054 -0.605
C -11.024 -25.959 1.113 -1.646
C -10.143 -24.723 1.409 1.748
C -9.666 -24.897 2.866 -2.247
C -8.850 -24.680 0.457 -1.505
N -11.070 -23.542 1.351 1.113
O -10.396 -22.323 1.686 -0.433
H -11.797 -23.025 -2.030 0.363
H -10.739 -21.993 -1.005 0.309
H -10.439 -23.744 -1.351 0.388
H -12.523 -21.301 0.362 -0.150
H -13.711 -22.345 -0.418 0.567
H -13.490 -22.425 1.359 -0.099
H -13.396 -24.706 0.943 0.139
H -13.339 -24.515 -0.882 0.479
H -12.517 -26.777 -0.125 0.441
H -11.336 -25.847 -0.977 0.306
H -10.353 -26.793 0.983 0.423
H -11.563 -26.234 2.031 0.440
H -9.044 -25.769 2.945 0.557
H -10.499 -25.098 3.530 0.360
H -8.988 -24.093 3.144 0.438
H -8.907 -25.418 -0.347 0.355
H -8.007 -25.013 1.047 0.508
H -8.626 -23.684 0.056 0.212
H -9.753 -22.160 0.997 0.308
C -7.984 -12.771 1.607 -1.709
C -7.638 -14.178 1.104 1.662
C -6.115 -14.285 0.798 -1.958
C -7.946 -15.259 2.146 -1.329
C -9.393 -15.634 2.249 -0.679
C -9.954 -16.016 0.936 -0.767
C -9.815 -14.928 -0.177 1.830
C -10.127 -15.671 -1.468 -1.782
C -10.733 -13.711 0.003 -1.727
N -8.389 -14.530 -0.159 0.212
O -8.120 -13.584 -1.260 -0.496
H -8.025 -12.120 0.716 0.378
H -8.971 -12.579 2.040 0.282
H -7.230 -12.430 2.314 0.448
H -5.868 -15.282 0.431 0.441
H -5.836 -13.525 0.081 0.435
H -5.601 -14.201 1.748 0.416
H -7.364 -16.132 1.809 0.393
H -7.486 -14.956 3.093 0.441
H -9.479 -16.452 2.945 0.350
H -9.962 -14.748 2.577 0.171
H -11.032 -16.265 1.097 0.080
H -9.430 -16.834 0.448 0.488
H -9.909 -15.155 -2.392 0.441
H -11.166 -16.014 -1.533 0.111
H -9.491 -16.548 -1.524 0.528
H -10.284 -12.877 -0.549 0.341
H -10.814 -13.386 1.053 0.246
H -11.780 -13.833 -0.351 0.398
H -7.626 -14.171 -1.839 0.344
C -17.298 -19.908 4.511 -0.736
O -15.993 -19.457 4.538 -0.457
H -17.912 -19.271 5.159 0.301
H -17.796 -19.875 3.550 0.291
H -17.406 -20.901 4.938 0.222
H -15.430 -20.245 4.403 0.324
C -12.655 -18.834 -1.407 -0.795
O -11.515 -19.120 -0.619 -0.393
H -12.898 -17.782 -1.610 0.260
H -12.590 -19.346 -2.373 0.353
H -13.582 -19.216 -0.933 0.268
H -11.752 -18.924 0.323 0.230
C -12.105 -19.461 2.795 0.026
O -12.650 -18.564 1.828 -0.461
H -11.524 -18.958 3.594 0.306
H -12.874 -20.060 3.318 -0.136
H -11.370 -20.116 2.334 0.122
H -12.946 -17.748 2.279 0.200
C -15.682 -23.162 3.317 -0.823
O -14.913 -22.095 3.884 -0.044
H -16.699 -23.002 3.605 0.341
H -15.574 -23.331 2.247 0.289
H -15.417 -24.123 3.771 0.311
H -13.998 -22.412 3.862 0.100
C -13.886 -15.169 3.530 -0.442
O -13.942 -16.569 3.234 -0.418
H -12.927 -14.804 3.137 0.013
H -14.657 -14.595 3.002 0.276
H -13.964 -15.018 4.607 0.289
H -14.701 -16.989 3.649 0.216
O -12.424 -23.181 3.791 -0.847
H -11.889 -23.337 2.960 0.018
H -11.790 -22.875 4.448 0.180